1.
DFT (the ωB97M-V functional and the def2-TZVPD basis) results for a structure of composition C3H3NO in a non-equilibrium geometry.

Properties
Maximum force, eV/Å: 4.04
Spin multiplicity: 1
HOMO level, Eh: -0.3448
ΔE to the lowest compared entry with this formula, charge and spin, kJ/mol: 631.4
Orbital gap, Ha: 0.373

```
8
Properties=species:S:1:pos:R:3:lowdin_charge:R:1
C -0.3725 -0.9207 0.0033 0.0370
C 0.4252 0.6152 0.6567 0.0384
C 0.1697 0.2547 -0.7922 -0.2803
N -1.0376 0.2704 0.6176 -0.0265
O -1.1118 0.8831 -0.7184 -0.0814
H 0.0089 -1.7817 0.5134 0.0937
H 1.1435 0.3478 1.4030 0.0920
H 0.7746 0.3312 -1.6833 0.1272
```

***

2.
DFT (the ωB97M-V functional and the def2-TZVPD basis) results for a cluster of 2 separate species, C2H4FNO in total in a non-equilibrium geometry.

Properties
Maximum force, eV/Å: 4.73
Spin multiplicity: 1
HOMO level, Eh: -0.4071
ΔE to the lowest compared entry with this formula, charge and spin, kJ/mol: 107.6
SMILES: N=C=O.CF
Orbital gap, Ha: 0.427

```
9
Properties=species:S:1:pos:R:3:lowdin_charge:R:1
N 0.1171 1.4852 1.6160 0.2113
C -0.4217 1.0209 2.5822 -0.4060
O -0.7011 0.8111 3.6922 0.1529
H 0.0220 1.2364 0.6840 0.0336
C -0.0977 -1.5299 -0.8899 -0.1947
F 0.2743 -0.3358 -1.2267 -0.0592
H -0.0466 -2.2287 -1.7411 0.0873
H -1.0894 -1.4136 -0.3576 0.0926
H 0.5020 -1.8991 -0.0273 0.0821
```

***

3.
DFT (the ωB97M-V functional and the def2-TZVPD basis) results for a cluster of 2 separate species, C4H11NO in total in a non-equilibrium geometry.

Properties
Maximum force, eV/Å: 2.36
Spin multiplicity: 1
HOMO level, Eh: -0.3625
ΔE to the lowest compared entry with this formula, charge and spin, kJ/mol: 67.7
SMILES: CC(N)=O.CC
Orbital gap, Ha: 0.392

```
17
Properties=species:S:1:pos:R:3:lowdin_charge:R:1
C -1.9036 -0.7954 1.7789 -0.0239
C -0.8617 0.3209 1.7770 -0.5830
N -1.2289 1.4919 1.1840 0.1510
O 0.0931 0.2027 2.5163 0.0370
H -1.6121 -1.5573 2.5039 0.0792
H -2.1593 -1.4194 0.9378 0.0650
H -2.9000 -0.4621 2.1178 0.0818
H -0.7948 2.3812 1.2684 0.0987
H -2.1609 1.4470 0.7983 0.0956
C 1.8816 -0.9349 -1.6697 -0.1619
C 1.5047 0.5074 -2.1143 -0.1652
H 0.9378 -1.4264 -1.3617 0.0573
H 2.3525 -1.4906 -2.4679 0.0547
H 2.3939 -0.9328 -0.7121 0.0571
H 0.9914 0.4646 -3.0580 0.0517
H 2.4338 1.1003 -2.1651 0.0601
H 1.0327 1.1030 -1.3338 0.0448
```

***

4.
DFT (the ωB97M-V functional and the def2-TZVPD basis) results for a cluster of 15 separate species, C2H34N2O15 in total in a non-equilibrium geometry.

Properties
Maximum force, eV/Å: 7.62
Spin multiplicity: 2
Net charge: +1
HOMO level (spin up / spin down), Eh: -0.5084 / -0.5081
ΔE to the lowest compared entry with this formula, charge and spin, kJ/mol: 185.8
Orbital gap (spin up / spin down), Ha: 0.391 / 0.178

```
53
Properties=species:S:1:pos:R:3:lowdin_charge:R:1
C 0.2430 -1.4462 1.3275 -0.0109
N 0.2153 -0.2215 0.6083 0.1905
C -1.0079 0.3181 0.5643 -0.5118
N -1.1490 1.3866 -0.3051 0.3026
O -2.0829 0.0017 1.1555 0.0226
H 0.7904 -2.2537 0.6520 0.1267
H -0.7206 -2.0100 1.4208 0.1267
H 0.8950 -1.3972 2.4112 0.2097
H 1.0651 0.1286 0.1469 0.1502
H -0.4530 1.7195 -0.9655 0.0787
H -2.0414 1.6674 -0.6947 0.1444
H 1.5025 1.4747 3.3412 0.0470
H 1.8890 0.1918 2.9693 0.0457
O 2.3610 1.0608 3.1320 -0.0526
H 0.5412 3.9990 1.5961 -0.0210
H -0.7326 3.4653 1.6116 0.0013
O -0.3040 4.2975 1.6061 0.0337
H 4.3446 2.2615 0.7945 0.0802
H 3.2895 1.3924 1.7261 0.0551
O 4.0733 1.3639 1.0466 -0.0921
H -0.7145 -1.2753 -3.4993 0.0479
H 0.1240 -0.1054 -2.6910 0.0336
O -0.6761 -0.3537 -3.2395 -0.0654
H -0.2039 5.1429 -2.1705 0.0827
H -0.1104 4.1877 -0.9523 -0.0110
O -0.0678 4.1990 -1.9032 -0.0619
H 3.0867 -2.8880 -0.3821 0.0520
H 3.9731 -1.6873 -0.3578 -0.0363
O 3.6995 -2.3808 0.1990 -0.0490
H -2.2782 -0.0717 -2.4970 -0.0088
H -3.8118 -0.4496 -2.5591 0.1073
O -3.0165 -0.3772 -1.9859 -0.0572
H -4.6340 1.4077 0.8138 -0.0242
H -3.9492 0.5169 1.4918 -0.0373
O -4.8479 0.6913 1.3177 0.0106
H -1.0042 0.0319 2.9071 -0.0567
H -1.1815 1.0899 3.8021 0.0926
O -0.4928 0.6364 3.3102 0.0098
H -1.8404 -3.5339 -1.9047 0.1349
H -0.7954 -2.4084 -1.5049 -0.0077
O -0.8044 -3.2281 -1.9827 -0.1080
H 0.8464 -4.8865 -0.2652 0.0362
H -0.0932 -3.8581 -0.6084 -0.1019
O 0.4991 -4.0868 0.0038 0.0210
H 1.2292 1.7178 -2.2526 0.0488
H 1.8279 0.4372 -1.5099 0.0372
O 1.0621 1.0164 -1.6918 -0.0520
H -3.0427 -3.0598 -0.0866 0.0718
H -3.3511 -1.7390 -1.0768 0.0855
O -3.1961 -2.8074 -1.0357 -0.1446
H 3.5828 0.0823 0.1928 0.0615
H 4.0798 0.5921 -1.2091 0.0873
O 3.3829 0.0472 -0.8169 -0.1250
```